# C29H40As2ClMnN2O11S

C29H40As2ClMnN2O11S as an isolated structure (ωB97M-V/def2-TZVPD, the Open Molecules 2025 dataset).

Last column: Mulliken spin population.
Positions of all 87 atoms, in Å:
Mn -0.13 0.87 -0.82  4.07
C -0.93 2.39 1.70  0.01
C -1.76 1.14 1.56  0.03
N -1.03 0.08 0.81  -0.13
C -0.09 -0.79 1.57  0.01
C 1.16 -0.08 2.06  0.00
S 2.05 0.81 0.74  0.04
C 2.06 2.53 1.30  0.00
C 1.03 3.39 0.57  0.02
N -0.25 2.68 0.42  0.01
H -0.17 2.29 2.47  0.00
H -1.57 3.22 2.00  0.00
H -2.66 1.36 0.98  -0.01
H -2.07 0.75 2.54  -0.01
H -1.74 -0.56 0.43  0.02
H 0.20 -1.60 0.89  0.00
H -0.62 -1.23 2.41  0.00
H 1.84 -0.83 2.45  0.00
H 0.96 0.61 2.88  0.00
H 3.06 2.91 1.09  0.00
H 1.95 2.55 2.38  0.00
H 1.39 3.62 -0.44  0.00
H 0.90 4.33 1.10  0.00
H -0.87 3.24 -0.17  0.00
C 5.39 2.89 -1.80  0.00
C 5.34 1.52 -1.17  0.00
C 6.09 1.22 -0.05  0.00
C 6.05 -0.05 0.52  0.00
Cl 7.01 -0.38 1.93  0.00
C 5.27 -1.04 -0.03  0.00
C 4.49 -0.75 -1.15  0.00
C 4.53 0.52 -1.70  0.00
O 3.76 0.92 -2.80  0.00
C 2.79 0.02 -3.28  0.00
C 1.59 0.14 -2.36  -0.04
O 1.19 -0.75 -1.58  0.03
O 0.97 1.29 -2.30  -0.07
H 5.90 3.59 -1.15  0.00
H 4.39 3.27 -2.02  0.00
H 5.92 2.85 -2.76  0.00
H 6.73 1.98 0.39  0.00
H 5.26 -2.03 0.41  0.00
H 3.86 -1.53 -1.55  0.00
H 3.12 -1.02 -3.30  0.00
H 2.53 0.34 -4.28  0.00
C -3.30 3.00 -4.57  0.00
O -2.60 2.92 -3.31  0.00
C -2.56 1.87 -2.55  0.05
O -1.87 1.95 -1.52  0.02
C -3.15 0.53 -2.87  -0.01
C -4.45 0.30 -3.09  0.01
As -5.36 -1.51 -3.33  0.00
C -6.99 -1.18 -2.31  0.00
C -4.04 -2.09 -2.01  -0.01
C -2.87 -2.27 -2.66  0.02
As -1.67 -0.78 -2.49  -0.05
C -0.83 -0.69 -4.24  0.01
C -2.64 -3.23 -3.81  0.00
O -1.54 -3.38 -4.26  0.00
O -3.72 -3.92 -4.14  0.00
C -3.51 -4.96 -5.12  0.00
C -4.15 -1.56 -0.61  0.00
O -5.06 -0.90 -0.20  0.00
O -3.15 -2.01 0.19  0.00
C -3.50 -2.02 1.60  0.00
C -5.40 1.47 -2.96  0.00
O -5.33 2.18 -2.00  0.00
O -6.31 1.70 -3.91  0.00
C -6.23 1.10 -5.21  0.00
H -4.29 3.39 -4.40  0.00
H -3.32 2.02 -5.05  0.00
H -2.72 3.70 -5.17  0.00
H -7.81 -1.13 -3.02  0.00
H -6.94 -0.28 -1.70  0.00
H -7.13 -2.03 -1.65  0.00
H -1.56 -0.95 -5.01  0.00
H 0.00 -1.38 -4.30  0.00
H -0.51 0.34 -4.39  0.00
H -4.43 -5.53 -5.13  0.00
H -2.67 -5.59 -4.83  0.00
H -3.32 -4.51 -6.10  0.00
H -2.66 -2.48 2.10  0.00
H -4.40 -2.62 1.74  0.00
H -3.70 -1.02 1.96  0.00
H -6.49 1.88 -5.92  0.00
H -6.96 0.30 -5.28  0.00
H -5.23 0.73 -5.43  0.00

HOMO energy (spin up / spin down) = -12.629 / -12.631 eV
Kohn-Sham gap (spin up / spin down) = 4.755 / 6.064 eV
E_tot = -8546.586640 a.u.
2S+1 = 5
Net charge = +2
E_LUMO (spin up / spin down) = -7.87 / -6.57 eV


# C29H40BFIN7O6P

A 5-piece molecular cluster, C29H40BFIN7O6P overall (ωB97M-V/def2-TZVPD, the Open Molecules 2025 dataset).

Last column: Mulliken charge in e.
Positions of all 86 atoms, in Å:
C 3.54 0.63 3.02  -1.28
C 2.50 0.54 1.77  -0.06
O 2.84 -0.67 1.03  -0.46
C 1.04 0.31 2.43  -0.14
N -0.06 0.49 1.43  0.10
C -1.39 0.21 2.04  -1.22
N -2.21 1.36 2.39  0.77
C -1.43 2.42 3.11  -0.22
C -2.32 3.78 3.32  -0.11
O -2.12 4.81 2.62  -0.42
I -3.87 3.96 4.85  0.05
P -2.97 2.14 0.97  0.15
O -2.21 1.71 -0.50  -0.36
O -4.66 1.91 0.92  -0.46
N -1.80 -1.06 2.21  0.68
C -1.02 -2.27 1.83  -0.44
B -0.52 -3.19 3.09  0.52
O 0.87 -3.19 3.57  -0.44
O -1.45 -4.07 3.78  -0.61
C -3.16 -1.33 2.83  0.56
C -3.22 -0.95 4.39  -1.11
F -4.23 -0.70 2.08  -0.31
H 3.69 1.74 3.27  0.35
H 4.56 0.15 2.76  0.40
H 3.15 0.10 3.97  0.34
H 2.49 1.49 1.14  0.45
H 3.01 -1.34 1.73  0.33
H 0.95 1.09 3.28  0.15
H 1.06 -0.71 2.95  0.15
H 0.09 -0.05 0.57  0.43
H -0.49 2.78 2.54  0.26
H -1.09 2.12 4.15  0.50
H -2.22 0.74 -0.66  0.32
H -5.02 1.78 1.84  0.34
H -1.73 -2.94 1.20  0.10
H -0.12 -2.07 1.16  0.22
H 1.39 -3.50 2.79  0.33
H -1.50 -4.89 3.20  0.33
H -3.37 -2.46 2.76  -0.04
H -3.91 -0.03 4.48  0.33
H -2.21 -0.68 4.86  0.26
H -3.72 -1.78 5.02  0.33
N -3.74 -1.36 -4.53  -0.58
C -2.60 -0.72 -4.82  -0.21
C -2.32 0.59 -4.43  -0.35
C -3.28 1.27 -3.70  -0.27
C -4.47 0.63 -3.39  -0.34
C -4.65 -0.67 -3.82  -0.21
H -1.88 -1.29 -5.40  0.38
H -1.38 1.05 -4.70  0.39
H -3.11 2.29 -3.38  0.41
H -5.25 1.14 -2.82  0.39
H -5.57 -1.21 -3.59  0.38
N -3.09 -6.21 2.50  -0.35
C -3.54 -7.33 3.09  -0.20
C -4.84 -7.79 2.99  -0.52
C -5.74 -7.05 2.24  -0.11
C -5.31 -5.88 1.62  -0.77
C -3.99 -5.51 1.78  0.05
H -2.80 -7.87 3.66  0.38
H -5.14 -8.70 3.48  0.36
H -6.77 -7.37 2.14  0.39
H -5.99 -5.28 1.03  0.37
H -3.60 -4.61 1.31  0.37
N 4.13 0.61 -3.08  -0.55
C 4.18 0.38 -1.76  -0.40
C 5.12 0.94 -0.91  -0.04
C 6.07 1.79 -1.45  -0.56
C 6.05 2.05 -2.81  -0.22
C 5.06 1.44 -3.58  -0.46
H 3.41 -0.30 -1.38  0.50
H 5.10 0.71 0.15  0.35
H 6.82 2.25 -0.81  0.38
H 6.78 2.71 -3.27  0.41
H 5.00 1.62 -4.65  0.56
N 5.51 3.83 -5.99  -0.40
C 6.65 4.37 -6.44  -0.22
C 6.98 5.71 -6.31  -0.41
C 6.07 6.54 -5.67  -0.15
C 4.88 6.01 -5.20  -0.48
C 4.65 4.65 -5.38  -0.15
H 7.33 3.68 -6.93  0.37
H 7.92 6.09 -6.69  0.36
H 6.28 7.60 -5.55  0.36
H 4.15 6.63 -4.70  0.36
H 3.74 4.19 -5.02  0.36

HOMO energy = -11.025 eV
Kohn-Sham gap = 6.715 eV
E_tot = -2727.259420 a.u.
2S+1 = 1
ΔE to the lowest compared entry with this formula, charge and spin = 108.14 kcal/mol
Net charge = +1
E_LUMO = -4.31 eV


# C29H40CeN2O2P3

C29H40CeN2O2P3 as an isolated structure (ωB97M-V/def2-TZVPD, the Open Molecules 2025 dataset).

Last column: Mulliken charge in e.
Positions of all 77 atoms, in Å:
C 1.08 -1.73 -5.22  -0.90
C 1.09 -1.40 -3.86  0.68
N -0.08 -1.40 -3.20  0.14
C -1.28 -1.51 -3.84  0.70
C -1.34 -1.86 -5.19  -0.80
C -0.13 -1.97 -5.87  -0.52
C 2.38 -0.85 -3.28  -1.07
P 2.64 -0.64 -1.43  1.05
Ce -0.03 -1.00 -0.69  0.18
P -2.59 -0.36 -1.53  1.17
C -2.60 -1.43 -3.07  -1.39
O 2.18 2.21 -4.43  -0.65
O -0.76 2.07 -3.56  -0.69
H 2.00 -1.74 -5.79  0.47
H -2.32 -2.02 -5.67  0.45
H -0.16 -2.19 -6.94  0.42
C 3.62 -2.14 -1.14  -1.50
C 3.91 0.68 -1.42  -1.21
H -3.41 -1.04 -3.71  0.47
H -2.94 -2.44 -2.76  0.43
H 2.55 0.22 -3.63  0.26
H 3.22 -1.35 -3.80  0.50
C -3.86 -1.20 -0.52  -1.32
C -3.45 1.11 -2.14  -1.45
H -0.16 2.04 -2.75  0.23
H -0.75 3.01 -3.80  0.31
H 1.27 2.14 -4.18  0.39
H 2.21 1.85 -5.38  0.31
H -0.88 -2.64 -0.39  -0.19
H 0.00 0.94 -1.23  -0.18
H 4.61 -2.00 -1.60  0.47
H 3.71 -2.27 -0.05  0.39
H 3.09 -3.01 -1.54  0.40
H 4.89 0.23 -1.63  0.45
H 3.65 1.45 -2.17  0.37
H 3.87 1.14 -0.42  0.25
H -4.47 0.86 -2.45  0.44
H -3.48 1.82 -1.30  0.39
H -2.80 1.57 -2.91  0.35
H -4.86 -0.98 -0.91  0.43
H -3.66 -2.27 -0.47  0.40
H -3.79 -0.81 0.51  0.29
N -0.35 0.19 0.86  -0.09
P -0.18 0.42 2.43  1.19
C 1.29 1.42 2.64  0.11
C 1.78 1.57 3.94  -0.38
C 2.92 2.36 4.15  -0.81
C 3.53 3.00 3.06  -0.49
C 3.01 2.86 1.76  -0.65
C 1.88 2.07 1.55  -0.38
C -1.58 1.29 3.10  0.46
C -2.24 0.77 4.23  -0.37
C -3.32 1.47 4.76  -0.69
C -3.73 2.68 4.17  -0.45
C -3.08 3.18 3.03  -0.69
C -2.01 2.48 2.48  -0.47
C -0.03 -1.23 3.14  0.15
C -1.14 -2.09 3.01  -0.10
C -1.02 -3.43 3.42  -0.84
C 0.20 -3.86 3.94  -0.54
C 1.30 -3.01 4.04  -0.72
C 1.20 -1.69 3.61  -0.63
H 1.29 1.07 4.77  0.50
H 3.31 2.48 5.15  0.43
H 4.41 3.62 3.21  0.39
H 3.47 3.38 0.92  0.49
H 1.45 1.93 0.56  0.56
H -1.89 -0.16 4.68  0.40
H -3.82 1.09 5.65  0.41
H -4.55 3.24 4.61  0.38
H -3.38 4.14 2.59  0.41
H -1.50 2.83 1.57  0.42
H -2.08 -1.73 2.60  0.43
H -1.88 -4.09 3.34  0.42
H 0.28 -4.90 4.29  0.39
H 2.25 -3.37 4.46  0.43
H 2.06 -1.01 3.66  0.45

HOMO energy = -10.046 eV
Kohn-Sham gap = 7.855 eV
E_tot = -2887.936403 a.u.
2S+1 = 1
ΔE to the lowest compared entry with this formula, charge and spin = 2.35 kcal/mol
Net charge = +1
E_LUMO = -2.19 eV


no.,F_max (eV/Å)
1,0.51
2,6.06
3,3.10